The following is a DFT calculation (ωB97M-V/def2-TZVPD) of one molecule with the formula FNO4S in a non-equilibrium geometry.

```
7
Properties=species:S:1:pos:R:3
N 1.132 0.103 0.040
O 1.384 0.207 1.197
O 1.706 0.074 -0.951
O -1.530 0.614 1.347
O -1.083 0.592 -1.322
F -0.827 -1.604 -0.206
S -0.782 0.014 -0.105
```

HOMO-LUMO gap (spin up / spin down) in Ha: 0.2900 / 0.2754
DFT total energy in Ha: -853.43444
Maximum force in eV/Å: 4.4
Net charge: 0
Spin multiplicity: 3



The following is a DFT calculation (ωB97M-V/def2-TZVPD) of FSn as an isolated structure in a non-equilibrium geometry.

```
2
Properties=species:S:1:pos:R:3
Sn -0.759 0.569 -1.063
F 0.759 -0.569 1.063
```

HOMO-LUMO gap in Ha: 0.2586
DFT total energy in Ha: -313.73598
Maximum force in eV/Å: 3.9
Net charge: +1
Spin multiplicity: 1



The following is a DFT calculation (ωB97M-V/def2-TZVPD) of Fe2I as an isolated structure.

```
3
Properties=species:S:1:pos:R:3
Fe 9.327 -25.330 28.724
Fe 12.354 -23.547 24.963
I 11.100 -25.567 26.357
```

HOMO-LUMO gap (spin up / spin down) in Ha: 0.2665 / 0.2297
DFT total energy in Ha: -2823.65817
Maximum force in eV/Å: 0.8
Net charge: +3
Spin multiplicity: 9



The following is a DFT calculation (ωB97M-V/def2-TZVPD) of a 6-piece molecular cluster, H10IO5 overall in a non-equilibrium geometry.

```
16
Properties=species:S:1:pos:R:3
I -33.527 29.705 -22.592
O -37.157 30.065 -21.600
H -36.245 29.971 -21.876
H -37.214 29.565 -20.786
O -35.386 32.657 -23.507
H -35.016 31.783 -23.628
H -34.674 33.168 -23.122
O -31.174 30.081 -20.087
H -31.798 30.035 -20.811
H -30.517 29.417 -20.294
O -32.291 29.502 -26.203
H -32.751 29.874 -25.450
H -32.676 28.634 -26.316
O -33.952 26.486 -23.709
H -33.208 26.068 -23.274
H -33.683 27.398 -23.821
```

HOMO-LUMO gap in Ha: 0.3060
DFT total energy in Ha: -680.01098
Maximum force in eV/Å: 1.0
Net charge: -1
Spin multiplicity: 1



> Number 1 is which compound?

FNO4S



Repeat the second record exactly.
The following is a DFT calculation (ωB97M-V/def2-TZVPD) of FSn as an isolated structure in a non-equilibrium geometry.

```
2
Properties=species:S:1:pos:R:3
Sn -0.759 0.569 -1.063
F 0.759 -0.569 1.063
```

HOMO-LUMO gap in Ha: 0.2586
DFT total energy in Ha: -313.73598
Maximum force in eV/Å: 3.9
Net charge: +1
Spin multiplicity: 1